23
Properties=species:S:1:pos:R:3 method="wB97M-V/def2-TZVPD" total_charge=0 smiles=CCOCCOc1nnc(O)nn1 e_above_lowest_kcal_mol=12.47
H 2.0976 1.4739 0.8816
N -2.0477 1.2106 -0.6791
H -3.6921 -2.4583 0.2150
H 2.6007 -0.6700 0.8561
N -2.8821 0.2430 -0.9708
N -2.2647 -0.8625 1.0345
C 1.7160 -2.1961 -0.3889
C 0.4888 2.4089 -0.1945
C -2.9660 -0.7497 -0.0886
H 2.5401 -2.7860 0.0018
H 1.9135 -1.9667 -1.4311
H 0.7912 -2.7534 -0.2906
H 0.0854 2.4055 -1.2060
C -1.3425 1.1001 0.4431
O -0.5234 2.1259 0.7691
H 2.4212 1.8552 -0.8019
O -3.8644 -1.7174 -0.3714
C 1.6422 -0.8729 0.3770
N -1.4095 0.0980 1.3081
H 0.8938 -0.9372 1.1682
H 0.8430 3.4161 0.0122
C 1.6600 1.4673 -0.1171
O 1.2991 0.1657 -0.5264

22
Properties=species:S:1:pos:R:3 method="wB97M-V/def2-TZVPD" total_charge=0 e_above_lowest_kcal_mol=68.91
N -0.0054 -1.7547 1.2276
C -1.1069 -1.6166 0.3837
H 0.0946 -1.0593 1.9372
H -2.3379 -0.5510 1.8125
C 2.0951 -0.1174 0.4382
H -3.0178 -0.2175 0.2583
C 1.9345 0.8129 -0.6717
H 0.1097 -3.5487 -1.1471
C -1.9734 -0.3469 0.7961
N 0.9378 0.4173 -1.4271
H 3.2768 2.1023 0.2109
H 2.3171 2.9389 -1.1810
C -0.6560 -1.4433 -1.1338
N 1.2784 -1.1129 0.1747
H -1.1820 -0.6494 -1.7029
S 3.0333 0.1327 1.7627
N 0.5681 -0.7500 -0.9026
S -0.5272 -2.9322 -2.0806
H -1.6054 -2.5770 0.3887
C 2.7578 2.0133 -0.7357
H -1.4494 0.5945 0.7453
H 3.3842 1.5517 -1.4620

21
Properties=species:S:1:pos:R:3 method="wB97M-V/def2-TZVPD" total_charge=+1 smiles="N#C[C@@]12NCN=C1C[NH2+]CN2" e_above_lowest_kcal_mol=69.67
C 0.9220 -0.1218 -1.8540
N -1.4458 -0.2796 -1.4777
H 0.8514 2.6789 1.0027
H -2.3700 -2.1890 -1.4086
C -2.0709 -1.3962 -0.6774
C -0.2352 0.0909 -0.9204
N -0.1363 1.4157 -0.3352
H -1.5645 -0.3567 -2.4517
H 1.5050 0.9821 2.4123
N 0.8211 0.6288 1.7376
H -3.0319 -1.2236 -0.0315
N 1.7375 -0.3427 -2.6302
H 0.9321 -1.4862 2.1074
C 0.9891 -0.7145 1.2174
C -0.2093 -0.9299 0.4090
C 0.9924 1.5674 0.5706
H 1.9863 -0.9431 0.5948
N -1.1837 -1.7244 0.3470
H -0.0932 0.9017 2.1048
H 1.9734 1.2508 0.1053
H -0.3695 2.1913 -0.8221

23
Properties=species:S:1:pos:R:3 method="wB97M-V/def2-TZVPD" total_charge=+1 smiles="NC(=[NH2+])[C@@H]1N=CC=C[C@@]1(N)[N+](=O)[O-]" e_above_lowest_kcal_mol=90.90
H 1.7471 -1.8415 1.2621
C -0.6492 0.1958 -2.2082
N -0.5454 1.0421 -1.2580
N 2.2323 -0.1675 -0.6846
N -2.0891 1.7010 0.6893
C 0.8438 -0.6039 0.0099
H 0.6323 1.7751 0.2804
O 3.1031 0.1724 0.0755
H -0.6615 -1.9438 -2.6974
C -0.0727 0.8124 -0.0050
H 0.4596 -2.5847 -0.5725
H -0.9492 0.4052 -3.2204
N -1.0794 0.2825 2.2712
H 1.7293 -0.3030 1.8162
O 2.2555 -0.0550 -1.8701
H -1.9752 2.1171 -0.2278
C 0.3176 -1.6340 -0.8801
C -1.1701 0.9342 1.1137
H -0.1702 -0.2233 2.5778
H -2.9644 1.9253 1.1258
N 1.1421 -0.9821 1.3231
H -1.7758 0.2002 3.0400
C -0.3604 -1.2244 -1.9609

18
Properties=species:S:1:pos:R:3 method="wB97M-V/def2-TZVPD" total_charge=+1 smiles="C=[NH+]C(=C)CCC=O" e_above_lowest_kcal_mol=44.73
C -0.1707 0.1010 -1.1286
H 1.1132 1.6354 -0.3926
H 0.0277 0.8167 1.6769
C 1.0067 0.5745 -0.3332
C 0.8638 0.2957 1.1793
O 0.7461 -1.7664 2.5245
H 0.6576 -1.8967 0.4425
H -1.0504 -1.4530 -2.5012
N -1.4087 0.8872 -1.1453
C -1.5989 2.0340 -0.5963
C -0.2626 -1.0171 -1.8664
H -2.1858 0.4200 -1.6024
H 0.7004 -1.5604 -1.8348
H -2.4217 2.6408 -0.7728
H 1.7466 0.6619 1.7248
H -0.6477 2.4854 -0.2405
C 0.8285 -1.3253 1.4090
H 1.9513 0.1941 -0.6613

18
Properties=species:S:1:pos:R:3 method="wB97M-V/def2-TZVPD" total_charge=+1 e_above_lowest_kcal_mol=154.92
C 1.1272 0.2920 -0.6829
C 1.7649 -1.6195 -2.2741
H -3.3009 2.1375 3.2453
H -1.9107 0.3666 4.6104
O -0.9376 -0.8972 1.8585
H 0.1392 1.3345 -2.4829
H 2.7278 -1.0935 -2.2625
C -1.4197 -0.2967 2.6973
H -2.3831 1.4724 1.7569
H -0.1034 -1.0492 -1.6555
H 2.0528 0.0748 -0.0770
C 0.9700 0.8713 -2.0105
H 1.3588 -1.8814 -3.1974
N 0.8259 -0.6355 -1.7269
H 1.8562 -2.2746 -1.4871
C -2.0246 0.5277 3.5318
H 1.8462 1.0954 -2.6869
C -2.5890 1.5752 2.8435